61
Properties=species:S:1:pos:R:3:forces:R:3:lowdin_charge:R:1 method="wB97M-V/def2-TZVPD" homo_ev=-13.16 charge=+2 lumo_energy_ev=-8.934 orbital_gap_ev=4.2 e_above_lowest_kcal_mol=4.75
Rh 0.883729 0.053187 0.273286 0.43 0.24 0.13 1.306
O -3.383750 4.972227 -0.968603 -0.01 0.01 0.00 0.101
O 0.156542 -1.100963 -1.040507 0.23 0.01 -0.10 -0.178
O 1.173695 -1.662326 1.132992 -0.11 -0.02 -0.09 -0.186
N 1.443478 3.843471 -1.538667 0.04 -0.07 0.07 -0.085
N 0.750206 -2.695119 0.455422 0.00 0.10 0.10 0.081
N -0.838205 0.437212 1.101079 -0.19 0.01 -0.04 -0.055
N -5.425883 5.515161 -1.569956 0.07 0.02 -0.05 0.147
N 0.224486 -2.405124 -0.629796 -0.14 -0.03 -0.06 -0.133
N 1.126370 1.861721 -0.735630 -0.37 -0.33 -0.09 -0.068
N -2.895989 0.025889 1.792515 0.01 -0.01 -0.02 0.189
N 1.702730 3.003930 -2.557915 0.01 -0.03 0.00 0.175
N -2.470725 1.214446 2.261470 0.04 -0.02 0.00 -0.076
N -4.532199 6.101540 -2.463248 -0.04 -0.04 0.06 0.147
C -0.339553 -4.723763 -1.129750 0.02 0.02 0.06 0.002
C -6.457577 3.812078 0.702179 0.05 0.01 0.01 0.016
C -2.045452 6.056777 -2.641338 0.03 0.01 -0.03 -0.124
C -4.713475 4.868920 -0.719030 -0.04 0.01 0.00 -0.290
C 1.507489 1.821784 -2.053708 0.03 0.02 -0.08 -0.158
C -5.113055 4.046168 0.417166 -0.04 -0.03 0.02 -0.123
C -4.469445 2.648362 2.269266 0.01 0.00 -0.03 -0.211
C -0.646550 6.984007 -4.353989 0.03 -0.01 0.01 -0.030
C 1.085511 3.169399 -0.459575 0.18 0.10 0.04 -0.101
C 0.348042 5.820147 -2.499753 -0.03 0.00 0.02 -0.207
C -0.915749 5.605479 -1.974292 0.00 0.00 -0.02 0.017
C -1.455341 -3.908889 -3.558816 0.00 0.00 0.01 -0.036
C -6.795247 2.999078 1.769764 0.02 -0.02 0.02 -0.029
C -5.806231 2.406359 2.548828 -0.02 -0.01 0.00 -0.011
C 0.483973 6.507845 -3.696277 0.00 0.01 -0.02 -0.010
C 1.542117 5.300356 -1.740513 -0.03 0.06 -0.05 -0.041
C -1.910972 6.758815 -3.837839 0.01 -0.02 0.04 0.014
C -1.899347 -0.430813 1.097735 0.01 -0.02 0.04 -0.125
C -3.356482 5.759554 -2.075030 -0.01 0.03 -0.03 -0.287
C -0.358139 -3.389527 -1.517709 -0.03 -0.03 -0.06 -0.173
C -0.893238 -5.652756 -1.990441 -0.01 0.00 -0.01 -0.032
C -1.247825 1.474570 1.843055 0.01 -0.04 0.18 -0.068
C -0.903092 -2.956996 -2.716720 0.02 0.05 0.00 -0.004
C -3.373024 2.033259 3.098224 -0.06 0.02 0.02 -0.037
C -1.449689 -5.248626 -3.199163 0.01 0.00 0.01 -0.028
C -4.128084 3.473807 1.209527 -0.02 -0.01 0.01 0.018
H 1.465982 6.678519 -4.119565 0.00 0.00 0.00 0.123
H 1.638773 0.911123 -2.615571 -0.02 0.00 0.00 0.126
H -3.769748 1.363409 3.857737 0.01 0.01 0.01 0.140
H 2.472672 5.475911 -2.274820 0.00 0.00 0.00 0.139
H -7.836268 2.814410 1.995512 0.00 0.00 0.00 0.121
H 0.094570 -5.026646 -0.188057 0.00 -0.01 0.00 0.122
H -0.889937 -6.697787 -1.714534 0.00 0.00 0.00 0.125
H 1.619065 5.746933 -0.748886 0.01 -0.01 0.00 0.141
H -1.910381 -1.379885 0.591036 -0.03 0.01 -0.02 0.129
H -1.886777 -3.599224 -4.500117 0.00 0.00 0.00 0.123
H -2.794381 7.115000 -4.350223 -0.01 0.00 0.00 0.129
H -3.087374 3.680875 0.987969 0.00 0.00 -0.01 0.113
H -1.880021 -5.984703 -3.864110 0.00 0.00 0.00 0.125
H -0.535557 7.526598 -5.282479 0.00 0.00 0.00 0.121
H -1.035110 5.080985 -1.033658 -0.01 0.00 0.00 0.112
H 0.866321 3.632074 0.488017 -0.05 -0.01 -0.01 0.144
H -6.083713 1.759806 3.372046 0.00 0.00 0.00 0.123
H -0.898167 -1.913196 -2.991871 -0.01 -0.01 -0.01 0.116
H -2.749530 2.783861 3.584670 0.02 0.00 -0.02 0.141
H -7.219876 4.266817 0.084102 0.01 0.00 -0.01 0.130
H -0.679108 2.346901 2.116758 -0.01 0.02 -0.04 0.150

55
Properties=species:S:1:pos:R:3:forces:R:3:lowdin_charge:R:1 method="wB97M-V/def2-TZVPD" homo_ev=-3.65 charge=-1 lumo_energy_ev=2.106 orbital_gap_ev=5.8 e_above_lowest_kcal_mol=0.00
Na -0.490617 -0.177609 0.562326 -0.07 0.05 -0.02 0.340
O 1.084106 3.557298 1.722352 0.00 0.05 0.05 -0.059
O -3.754807 0.950883 -2.164677 -0.03 0.00 0.02 -0.044
N 1.306286 0.038517 2.187601 0.05 0.01 0.02 0.097
N -0.583150 1.930695 1.523984 0.04 0.00 0.01 0.079
N -2.321022 0.946021 -0.312227 -0.02 0.01 -0.01 0.073
N 1.204835 0.682508 -1.399025 0.03 -0.02 0.02 0.180
N -1.723846 -1.686591 -0.865567 -0.01 -0.04 -0.01 0.091
C -3.616110 3.065520 -0.253681 0.00 0.00 -0.01 -0.037
C 2.825275 -2.135016 -0.615330 0.00 0.02 -0.06 -0.096
C -1.615344 2.771630 1.085801 -0.06 -0.01 0.04 -0.240
C 2.007646 -2.554591 -1.657162 0.04 -0.02 0.01 -0.097
C 1.564718 1.339297 2.364555 -0.02 0.01 0.05 -0.168
C 3.309703 -0.508505 3.381643 0.00 0.00 0.00 -0.085
C -3.784421 4.342410 0.268639 0.01 0.01 0.01 -0.129
C -2.544594 2.251322 0.137319 -0.03 -0.01 0.04 -0.229
C 0.602124 2.404275 1.829580 0.02 -0.07 -0.08 -0.529
C 3.440358 -3.073218 0.203031 -0.06 -0.03 0.06 -0.107
C -2.878805 4.842966 1.189690 0.00 0.00 -0.01 -0.128
C 3.585653 0.841488 3.553908 0.00 0.00 0.00 -0.074
C 1.808646 -3.911646 -1.877055 0.01 -0.01 0.00 -0.110
C -1.498204 -2.975542 -1.118334 0.01 0.01 -0.01 -0.153
C 2.416871 -4.849750 -1.052974 -0.06 0.02 0.01 -0.108
C 2.164667 -0.851134 2.684666 0.01 0.00 -0.01 -0.155
C -3.041616 -3.004102 -2.921371 0.00 0.00 0.00 -0.076
C -3.285933 -1.669643 -2.665376 0.00 0.00 -0.01 -0.013
C 0.315889 3.130477 -1.387950 0.02 0.01 -0.05 -0.030
C -2.950926 0.443696 -1.355091 0.08 0.00 -0.07 -0.497
C 3.225881 -4.429338 -0.005775 0.08 -0.01 -0.03 -0.106
C -2.613276 -1.033030 -1.622014 -0.04 0.00 0.04 -0.165
C -2.126698 -3.682676 -2.127383 -0.01 -0.01 0.00 -0.087
C 2.709371 1.772574 3.032805 0.01 0.00 0.00 -0.010
C -1.802132 4.060172 1.586216 0.01 0.00 -0.01 -0.044
C 0.808615 1.761748 -1.390704 -0.04 0.02 0.00 -0.225
H 1.162011 -4.235907 -2.683321 0.01 0.00 -0.01 0.097
H -3.984606 -1.076622 -3.237204 0.00 0.00 0.00 0.107
H -1.901298 -4.729933 -2.281427 0.00 0.00 0.00 0.093
H -3.558489 -3.514133 -3.725891 0.00 0.00 0.00 0.099
H 0.548950 3.592464 -0.424594 0.01 0.01 0.00 0.069
H -4.626054 4.944506 -0.056112 0.00 0.00 0.00 0.083
H 2.250211 -5.907359 -1.217396 0.00 0.00 -0.01 0.094
H -1.075945 4.445184 2.287711 0.00 0.00 0.01 0.098
H 4.474770 1.158591 4.086055 0.00 0.00 0.00 0.099
H 1.523980 -1.815989 -2.282234 -0.02 0.02 0.04 0.086
H -0.767631 -3.465963 -0.483507 0.01 0.00 0.00 0.100
H 1.925927 -1.894806 2.506709 0.00 0.00 0.00 0.100
H -0.765651 3.122774 -1.521686 0.01 -0.01 -0.02 0.087
H 3.692937 -5.159951 0.643694 0.01 0.01 0.00 0.094
H -4.308437 2.678016 -0.983985 0.00 0.00 0.00 0.085
H 2.966596 -1.074770 -0.448129 -0.03 -0.01 0.01 0.084
H -2.999110 5.841243 1.595736 0.00 0.00 0.00 0.083
H 4.071305 -2.743233 1.019171 0.01 0.00 0.00 0.093
H 2.867598 2.838290 3.111901 0.00 0.00 0.00 0.109
H 3.964110 -1.278199 3.769531 0.00 0.00 0.00 0.093
H 0.789708 3.684702 -2.197440 0.00 0.00 0.00 0.085

65
Properties=species:S:1:pos:R:3:forces:R:3:lowdin_charge:R:1 method="wB97M-V/def2-TZVPD" spin_multiplicity=2 homo_ev="-1.22 / -1.69" charge=-2 s2=1.239 lumo_energy_ev="3.856 / 3.854" orbital_gap_ev="5.1 / 5.5" e_above_lowest_kcal_mol=0.00
Re -0.404820 -0.518512 0.024801 0.61 0.39 0.29 0.883
Se 0.806303 0.125648 -3.232844 -0.32 -0.15 0.10 0.763
S -2.017915 -1.944852 -0.391164 -0.77 -1.04 -0.51 0.103
S -0.362930 -0.592283 2.365376 0.03 -0.01 0.39 0.096
S -0.831750 -4.291783 1.847707 -0.20 0.03 -0.52 -0.221
S -1.843413 -3.934693 0.130675 0.12 0.27 0.59 -0.207
S -4.973549 0.240057 2.222319 -0.03 0.01 0.05 0.854
S -2.360544 -0.713150 2.882273 0.06 0.00 -0.05 0.424
O 0.510092 -1.120140 -4.250065 0.16 -0.08 0.03 -0.517
O 2.296078 -0.046450 -2.592278 0.00 -0.02 0.02 -0.479
O -0.359627 -0.107492 -1.986195 0.22 0.19 -0.27 -0.644
O 0.498815 1.580979 -3.865451 0.07 -0.02 0.01 -0.478
O 1.116649 0.838009 0.154475 0.10 0.26 0.01 -0.268
N 1.059654 -2.039752 -0.223328 0.10 -0.04 0.03 -0.108
N -1.668531 1.156252 0.267876 -0.08 0.17 -0.05 -0.132
N 5.908044 -6.046074 -6.453184 0.01 -0.03 -0.01 0.124
N 2.510894 -3.279509 -1.296667 -0.03 0.03 -0.07 0.013
N -2.972496 1.014234 0.756403 -0.06 0.00 0.03 -0.048
C 2.324881 2.554123 -0.830278 0.02 0.05 -0.04 -0.025
C 5.315484 -5.571800 -5.588265 -0.03 0.06 0.05 -0.200
C -2.469405 3.420632 -0.025917 0.01 -0.02 0.03 -0.022
C 4.057276 -4.927063 -2.156121 0.00 -0.01 0.00 -0.008
C 0.018787 3.947347 -1.401364 0.01 -0.02 0.02 -0.063
C -2.627813 2.644240 6.243454 -0.01 0.00 -0.01 -0.102
C -2.147719 2.933311 4.975840 -0.01 -0.01 0.00 -0.073
C -0.092615 2.749566 -0.665666 -0.05 0.12 -0.02 -0.112
C 3.034307 -3.332251 -3.666418 -0.09 0.05 0.05 0.039
C 1.403207 -2.505816 -1.395577 -0.10 -0.16 -0.12 -0.128
C 3.723077 -3.909807 -4.714993 -0.01 0.01 -0.03 -0.007
C -1.398735 2.361247 -0.142407 -0.01 -0.03 0.01 -0.218
C 1.224592 4.435894 -1.834361 0.03 0.00 0.00 -0.113
C -3.231889 0.279602 1.765594 0.05 -0.02 -0.02 -1.072
C -4.248975 2.248830 4.003962 0.01 -0.03 0.00 -0.302
C -4.719482 1.955475 5.280684 0.00 0.02 0.00 -0.058
C 2.394526 3.732807 -1.520810 -0.05 0.00 0.00 -0.091
C 2.872277 -3.298037 0.046254 0.03 0.03 0.03 -0.035
C -5.092825 1.969481 2.795530 -0.02 0.00 -0.07 -0.432
C 3.202605 -3.850453 -2.379905 -0.07 0.06 0.00 -0.150
C 1.088146 2.005805 -0.425709 0.07 -0.20 0.07 -0.364
C -3.919329 2.155041 6.393631 0.00 0.01 0.00 -0.097
C -2.955798 2.740315 3.864527 0.02 -0.02 0.02 -0.048
C 1.964923 -2.534853 0.691625 0.10 0.09 -0.01 -0.135
C 4.752619 -5.487396 -3.209439 0.02 -0.03 0.01 -0.042
C 4.588702 -4.982451 -4.496637 0.01 -0.02 -0.04 -0.249
H 4.160862 -5.338142 -1.161601 -0.01 0.00 -0.01 0.106
H 0.861883 -2.352765 -2.316632 0.00 0.08 -0.07 0.110
H -2.562517 2.940247 2.876231 0.01 -0.01 0.03 0.096
H -2.061693 4.415321 -0.163906 -0.01 -0.02 0.01 0.063
H 1.262984 5.334230 -2.435642 0.00 0.02 -0.02 0.086
H -3.248656 3.234865 -0.767451 -0.03 -0.01 -0.01 0.100
H 3.199562 1.949235 -0.641936 0.03 -0.02 0.00 0.114
H -4.298029 1.915649 7.379524 0.00 0.00 0.01 0.093
H -5.716759 1.546828 5.396104 -0.02 -0.01 0.00 0.109
H 2.378208 -2.481363 -3.850117 0.03 -0.01 0.05 0.091
H -0.878306 4.483101 -1.678957 0.02 0.01 -0.01 0.097
H 3.596449 -3.513926 -5.713663 0.00 0.00 0.00 0.124
H 5.416571 -6.325194 -3.041319 -0.01 0.01 0.00 0.112
H 3.356028 4.097479 -1.862317 0.02 0.01 -0.01 0.094
H -6.151051 2.121738 3.012142 -0.01 -0.01 0.01 0.070
H -2.948318 3.375633 0.948504 0.01 0.03 -0.07 0.038
H 3.733664 -3.827042 0.404650 0.03 -0.02 0.01 0.106
H -4.817271 2.608666 1.957962 -0.01 0.00 0.01 0.063
H -1.133993 3.287114 4.842538 0.01 0.01 0.00 0.105
H -1.994310 2.783194 7.109940 0.01 0.00 0.02 0.093
H 1.872910 -2.309147 1.737983 0.00 0.00 0.02 0.079

54
Properties=species:S:1:pos:R:3:forces:R:3:lowdin_charge:R:1 method="wB97M-V/def2-TZVPD" spin_multiplicity=5 homo_ev="-14.76 / -14.76" charge=+2 s2=6.030 lumo_energy_ev="-5.990 / -10.656" orbital_gap_ev="8.8 / 4.1" e_above_lowest_kcal_mol=2.00
Pd 0.633708 -2.110676 -1.730389 0.35 1.11 0.32 0.681
As -0.030419 0.878425 0.616587 -2.22 2.70 0.70 1.327
Cl 1.364288 -0.426325 -3.396512 -0.02 -0.22 0.06 0.181
O 0.847054 -0.451283 0.024278 0.83 -0.41 -0.59 -0.350
O -0.156477 -2.968550 1.243079 0.44 0.67 -3.44 0.181
O -2.048150 -1.030465 -2.940108 2.91 -1.51 1.17 0.168
C -0.092747 3.565596 -2.613557 -0.03 -0.01 -0.09 -0.046
C 2.191272 2.157464 4.573320 -0.17 -0.15 -0.23 -0.028
C 0.708449 -4.734482 -1.545729 0.38 -0.54 -0.01 -0.051
C 3.718210 -2.677371 -2.499780 -0.03 0.29 0.13 -0.035
C 2.421549 -3.376339 -2.365106 -0.38 -1.13 -0.38 -0.338
C -2.894640 0.504136 0.225388 -0.24 -0.03 0.04 -0.091
C 1.233592 2.800733 2.435468 0.02 0.12 -0.08 -0.060
C -4.179559 0.125894 0.633734 0.21 0.05 -0.15 -0.040
C 1.858243 3.146009 3.642846 -0.27 -0.13 -0.30 -0.032
C 1.352381 0.456495 3.063698 0.09 -0.05 0.28 -0.101
C 0.006620 -2.695165 0.136518 -0.99 -1.00 4.56 -0.077
C -1.975572 -0.470377 2.255522 -0.44 -0.17 0.32 -0.099
C 0.956460 1.455195 2.167449 0.34 -0.28 0.31 -0.287
C 1.948608 -4.103893 -1.213720 0.44 -0.16 -0.76 -0.052
C -1.815259 0.255982 1.080761 0.48 -0.47 -0.20 -0.302
C -0.945023 4.584321 -2.192409 0.09 -0.10 0.13 -0.039
C -0.428455 2.398771 -0.537919 0.20 -0.23 -0.21 -0.330
C 1.952228 0.813918 4.275398 -0.20 -0.13 -0.19 -0.041
C 0.142105 2.458716 -1.801839 0.28 -0.18 -0.08 -0.112
C -3.255685 -0.882079 2.635132 0.17 0.01 -0.16 -0.040
C -1.565247 4.499933 -0.944773 0.03 -0.35 0.37 -0.044
C -4.355969 -0.575055 1.828237 0.24 0.13 0.06 -0.033
C 0.349246 -4.346814 -2.869715 0.24 -0.05 -0.54 -0.036
C 1.401180 -3.530905 -3.393509 0.54 -0.37 0.36 -0.087
C -1.088827 -1.518622 -2.536656 -4.46 2.20 -1.77 -0.156
C -1.305612 3.406231 -0.104742 -0.08 0.07 0.15 -0.099
H 3.581249 -1.814635 -3.156259 0.25 -0.12 0.07 0.043
H 1.479480 -3.096910 -4.383209 -0.11 -0.18 0.09 0.121
H -1.129370 5.447396 -2.831474 0.05 -0.25 0.15 0.124
H 4.507827 -3.318954 -2.909980 -0.24 -0.03 0.04 0.118
H -2.254456 5.282489 -0.611237 0.30 -0.34 -0.13 0.124
H 1.174461 -0.590360 2.813025 0.14 0.21 0.22 0.096
H -2.751192 0.977695 -0.745878 -0.05 0.09 0.33 0.108
H 0.160992 -5.448337 -0.930365 0.11 0.34 -0.10 0.144
H 0.946212 3.569610 1.717824 0.13 -0.12 0.22 0.110
H -1.117938 -0.722769 2.876282 -0.23 0.13 0.00 0.096
H 4.027685 -2.341720 -1.508413 0.21 0.06 -0.13 0.100
H -1.803036 3.334349 0.868303 0.20 0.10 -0.32 0.121
H -3.385802 -1.447469 3.556029 -0.01 0.15 -0.20 0.123
H 2.209886 0.033901 4.990768 0.00 0.22 -0.18 0.122
H -5.353346 -0.885907 2.132049 0.20 0.08 -0.05 0.124
H 2.621459 2.432922 5.536609 -0.03 -0.07 -0.33 0.127
H -0.544572 -4.664853 -3.419344 0.43 0.19 0.33 0.146
H 2.514636 -4.181740 -0.292669 -0.18 -0.12 -0.04 0.143
H 0.747553 1.619184 -2.153443 -0.03 0.52 0.05 0.009
H 2.061440 4.194508 3.865137 -0.10 -0.31 -0.11 0.126
H 0.401821 3.622205 -3.579692 -0.17 0.00 0.12 0.121
H -5.042540 0.389974 0.014984 0.36 -0.21 0.19 0.126